{"formula": "C4H8INO4", "method": "ωB97M-V/def2-TZVPD", "e_homo_ev": -9.0, "largest_force_ev_per_a": 1.1, "gap_ev": 8.94, "de_lowest_kj_mol": 0.0, "e_tot_ev": -22055.658, "e_lumo_ev": -0.053, "spin_multiplicity": 1, "elements": ["C", "C", "C", "C", "N", "O", "O", "O", "O", "I", "H", "H", "H", "H", "H", "H", "H", "H"], "coordinates": [[-1.9914, 0.9567, -0.4011], [-0.4122, -1.0433, 0.1141], [-0.5565, 0.3866, -0.4109], [1.3495, 1.9256, -0.1385], [0.3037, 1.2648, 0.3470], [-2.9789, 0.0814, -0.2054], [-2.2052, 2.1195, -0.5723], [2.2353, 2.4065, 0.5541], [2.4963, -0.5414, -0.8209], [4.0608, -0.0781, 0.0327], [0.6489, -1.2873, 0.0964], [-0.7809, -1.1327, 1.1351], [-0.9132, -1.7632, -0.5310], [-0.2091, 0.4181, -1.4507], [1.3566, 2.0078, -1.2334], [-2.6551, -0.8190, -0.0598], [0.2518, 1.1886, 1.3557], [3.6094, 1.4021, 0.5196]], "forces_ev_per_angstrom": [[0.73, 0.12, -0.13], [0.18, 0.17, -0.20], [0.01, -0.06, -0.04], [-0.08, -0.22, -0.70], [-0.48, -0.10, 0.59], [-0.61, -0.32, 0.03], [-0.17, -0.04, 0.02], [0.20, 0.46, 0.35], [-0.38, -0.04, -0.26], [0.86, -0.71, 0.01], [0.01, -0.03, 0.01], [-0.09, -0.03, 0.10], [-0.13, -0.08, -0.03], [-0.11, 0.01, 0.13], [-0.01, -0.04, 0.02], [0.09, 0.24, -0.04], [0.12, 0.05, -0.09], [-0.16, 0.61, 0.22]]}